# 1
{
  "formula": "C5H10NO",
  "method": "the ωB97M-V functional and the def2-TZVPD basis",
  "elements": ["O", "N", "C", "C", "C", "C", "C", "H", "H", "H", "H", "H", "H", "H", "H", "H", "H"],
  "positions_angstrom": [[0.852, 0.303, 0.167], [2.596, -1.308, 0.888], [-2.634, 1.245, -1.755], [0.739, 0.354, 1.612], [-1.221, -0.695, -0.638], [1.136, -0.910, 0.940], [-1.976, 0.182, -1.016], [-2.782, 2.098, -0.969], [-0.382, 0.539, 1.952], [-0.197, 0.115, -0.543], [2.811, -2.128, 1.434], [2.901, -1.427, -0.066], [-3.557, 0.825, -2.259], [3.415, -0.598, 1.130], [-2.102, 1.445, -2.745], [1.372, 1.105, 2.220], [-1.104, -1.731, -0.294]],
  "spin_multiplicity": 3,
  "s_squared": 2.011,
  "lumo_energy_ha": [-0.15285, -0.26985],
  "de_lowest_kcal_mol": 179.78,
  "charge": 1
}

***

# 2
{
  "formula": "C5H10NO",
  "method": "the ωB97M-V functional and the def2-TZVPD basis",
  "elements": ["O", "N", "C", "C", "C", "C", "C", "H", "H", "H", "H", "H", "H", "H", "H", "H", "H"],
  "positions_angstrom": [[-0.438, -2.421, 1.375], [1.065, -1.805, -0.652], [-0.626, 2.899, 0.299], [0.460, 0.577, -0.019], [-0.682, 1.563, -0.059], [-0.782, -1.376, 0.922], [-0.044, -0.861, -0.346], [-1.670, 1.091, -0.148], [1.772, -1.555, -1.357], [0.809, -2.769, -0.899], [0.086, 3.200, 1.068], [0.985, 0.645, 0.935], [-1.739, -0.848, 1.097], [1.634, -1.883, 0.205], [-0.631, -0.768, -1.260], [1.113, 0.768, -0.900], [-1.310, 3.542, -0.260]],
  "spin_multiplicity": 2,
  "s_squared": 0.754,
  "lumo_energy_ha": [-0.37030, -0.46639],
  "de_lowest_kcal_mol": 10.34,
  "charge": 2
}

***

# 3
{
  "formula": "C5H10NO2",
  "method": "the ωB97M-V functional and the def2-TZVPD basis",
  "elements": ["O", "O", "N", "C", "C", "C", "C", "C", "H", "H", "H", "H", "H", "H", "H", "H", "H", "H"],
  "positions_angstrom": [[1.825, -1.594, 2.854], [-0.357, -1.039, 3.158], [-1.107, 1.272, -2.225], [0.259, 0.909, -0.091], [0.649, -1.348, 2.506], [0.205, 1.145, -1.588], [-0.495, -0.358, 0.393], [0.427, -1.450, 0.898], [-1.230, -0.056, 1.139], [0.830, 0.474, -2.180], [1.319, 0.747, 0.127], [-1.140, -0.721, -0.429], [1.388, -1.467, 0.384], [0.728, 2.083, -1.873], [-0.094, 1.732, 0.529], [0.004, -2.454, 0.790], [-1.376, 0.406, -2.671], [-1.836, 1.719, -1.722]],
  "spin_multiplicity": 1,
  "lumo_energy_ha": 0.13697,
  "de_lowest_kcal_mol": 20.21,
  "charge": -1
}

***

# 4
{
  "formula": "C5H10NO2",
  "method": "the ωB97M-V functional and the def2-TZVPD basis",
  "elements": ["O", "O", "N", "C", "C", "C", "C", "C", "H", "H", "H", "H", "H", "H", "H", "H", "H", "H"],
  "positions_angstrom": [[0.471, 0.732, -2.941], [-1.197, 0.267, -1.536], [1.139, 0.301, 0.719], [0.926, -0.997, -1.282], [-0.031, 0.237, -1.927], [-1.723, -1.200, 1.362], [0.619, 1.608, 1.059], [1.300, 0.175, -0.570], [1.230, 2.459, 0.705], [-2.127, -0.911, 0.388], [-0.394, 1.767, 0.664], [-2.388, -0.827, 2.141], [0.397, -1.721, -0.677], [-1.627, -2.281, 1.433], [-0.727, -0.755, 1.408], [0.542, 1.727, 2.138], [2.078, 0.811, -0.991], [1.514, -1.394, -2.093]],
  "spin_multiplicity": 1,
  "lumo_energy_ha": 0.15410,
  "de_lowest_kcal_mol": 69.65,
  "charge": -1
}

***

# 5
{
  "formula": "C5H10NO2",
  "method": "the ωB97M-V functional and the def2-TZVPD basis",
  "elements": ["O", "O", "N", "C", "C", "C", "C", "C", "H", "H", "H", "H", "H", "H", "H", "H", "H", "H"],
  "positions_angstrom": [[-2.162, -1.737, -1.838], [-1.378, -0.741, 2.361], [1.340, 0.563, 0.310], [-0.505, -0.469, -0.931], [-0.200, -0.761, 1.866], [-1.833, -1.133, -0.808], [-0.088, 0.156, 0.542], [1.438, 1.570, -0.748], [-0.696, 0.537, -1.502], [0.650, -0.326, 2.536], [1.968, -0.294, 0.083], [0.431, 1.942, -1.168], [0.064, -1.871, 1.775], [-2.572, -0.990, 0.001], [0.368, -1.061, -1.334], [2.016, 2.385, -0.245], [1.793, 1.181, -1.655], [-0.631, 1.050, 0.755]],
  "spin_multiplicity": 1,
  "lumo_energy_ha": 0.13539,
  "de_lowest_kcal_mol": 108.94,
  "charge": -1
}

***

# 6
{
  "formula": "C5H10NO2",
  "method": "the ωB97M-V functional and the def2-TZVPD basis",
  "elements": ["O", "O", "N", "C", "C", "C", "C", "C", "H", "H", "H", "H", "H", "H", "H", "H", "H", "H"],
  "positions_angstrom": [[2.712, -0.040, -0.261], [2.295, 2.023, 0.469], [-2.089, -0.990, -0.809], [-1.469, -1.095, 0.393], [1.968, 0.880, 0.110], [0.418, 0.631, 0.378], [-1.115, -0.909, -1.908], [-2.231, -0.437, 1.548], [-2.314, 0.579, 1.170], [-3.216, -0.841, 1.787], [-0.597, -0.201, 0.146], [-1.609, -0.347, 2.441], [-0.700, 0.101, -1.909], [-0.126, 1.586, 0.309], [-0.278, -1.586, -1.734], [-1.066, -2.081, 0.676], [0.568, 0.235, 1.385], [-1.689, -1.110, -2.809]],
  "spin_multiplicity": 1,
  "lumo_energy_ha": 0.12759,
  "de_lowest_kcal_mol": 112.92,
  "charge": -1
}

***

# 7
{
  "formula": "C5H10NO2",
  "method": "the ωB97M-V functional and the def2-TZVPD basis",
  "elements": ["O", "O", "N", "C", "C", "C", "C", "C", "H", "H", "H", "H", "H", "H", "H", "H", "H", "H"],
  "positions_angstrom": [[-2.339, 0.156, 0.914], [2.645, -0.576, 1.341], [0.985, -0.791, -0.362], [-1.528, -0.487, 0.111], [0.010, -0.166, 0.521], [-1.663, -0.171, -1.410], [0.162, 1.364, 0.514], [2.158, -0.933, 0.056], [-0.869, -0.577, -2.019], [-1.465, -1.613, 0.138], [2.874, -1.502, -0.541], [-0.632, 1.772, 1.126], [-1.728, 0.911, -1.488], [-2.686, -0.460, -1.674], [0.276, 1.780, -0.479], [2.590, 0.194, 0.628], [0.106, -0.476, 1.571], [1.104, 1.574, 1.051]],
  "spin_multiplicity": 1,
  "lumo_energy_ha": 0.13054,
  "de_lowest_kcal_mol": 106.46,
  "charge": -1
}

***

# 8
{
  "formula": "C5H10NO2",
  "method": "the ωB97M-V functional and the def2-TZVPD basis",
  "elements": ["O", "O", "N", "C", "C", "C", "C", "C", "H", "H", "H", "H", "H", "H", "H", "H", "H", "H"],
  "positions_angstrom": [[2.610, -2.477, -0.391], [-1.579, 0.111, -1.845], [-1.611, 1.201, 0.107], [0.538, 0.328, -0.730], [-0.948, 0.524, -0.882], [1.324, -2.166, -0.542], [0.880, -0.854, 0.221], [-1.042, 1.722, 1.332], [-0.905, 2.795, 1.254], [-1.641, 1.429, 2.205], [0.925, 1.251, -0.346], [-0.154, 1.144, 1.562], [0.009, -1.084, 0.842], [-2.577, 1.389, -0.103], [1.005, -1.980, -1.605], [1.695, -0.520, 0.864], [0.588, -2.949, -0.197], [0.882, 0.137, -1.746]],
  "spin_multiplicity": 1,
  "lumo_energy_ha": 0.11996,
  "de_lowest_kcal_mol": 56.22,
  "charge": -1
}

***

# 9
{
  "formula": "C5H10NO2",
  "method": "the ωB97M-V functional and the def2-TZVPD basis",
  "elements": ["O", "O", "N", "C", "C", "C", "C", "C", "H", "H", "H", "H", "H", "H", "H", "H", "H", "H"],
  "positions_angstrom": [[0.967, 3.055, 0.163], [-0.438, 2.838, -0.182], [0.656, 0.108, -0.972], [0.244, 2.079, 0.629], [0.603, -0.794, 0.143], [-0.432, 0.134, -1.919], [-0.370, -0.256, 1.199], [0.124, 1.125, 1.692], [-0.431, -0.939, 2.043], [-0.250, -0.541, -2.759], [-0.553, 1.143, -2.314], [-1.360, -0.169, -1.439], [1.566, 0.248, -1.394], [1.083, 1.033, 2.208], [1.601, -0.899, 0.573], [-0.638, 1.499, 2.393], [0.254, -1.790, -0.156], [-1.367, -0.155, 0.771]],
  "spin_multiplicity": 1,
  "lumo_energy_ha": -0.19117,
  "de_lowest_kcal_mol": 134.17,
  "charge": 1
}

***

# 10
{
  "formula": "C5H10NO2",
  "method": "the ωB97M-V functional and the def2-TZVPD basis",
  "elements": ["O", "O", "N", "C", "C", "C", "C", "C", "H", "H", "H", "H", "H", "H", "H", "H", "H", "H"],
  "positions_angstrom": [[-0.578, -1.369, -0.890], [0.103, -0.625, -2.850], [-0.344, -0.907, 1.753], [0.082, 0.526, 1.557], [-0.300, 1.161, 0.289], [0.447, 0.807, -0.992], [0.108, -0.574, -1.500], [0.706, 1.142, 2.548], [-1.358, 1.118, 0.033], [0.901, 2.194, 2.516], [-1.352, -0.921, 1.875], [1.519, 1.131, -0.842], [-0.046, -1.563, 1.021], [0.161, 1.423, -1.885], [-0.220, -1.479, -3.164], [0.142, -1.206, 2.604], [1.004, 0.631, 3.490], [-0.178, 2.224, 0.456]],
  "spin_multiplicity": 1,
  "lumo_energy_ha": -0.12314,
  "de_lowest_kcal_mol": 17.96,
  "charge": 1
}

***

# 11
{
  "formula": "C5H10NO2",
  "method": "the ωB97M-V functional and the def2-TZVPD basis",
  "elements": ["O", "O", "N", "C", "C", "C", "C", "C", "H", "H", "H", "H", "H", "H", "H", "H", "H", "H"],
  "positions_angstrom": [[2.644, -1.441, 0.001], [0.995, 2.361, -0.001], [-0.652, 0.152, 0.000], [-1.262, -0.410, -1.223], [1.456, -1.293, 0.000], [1.554, 1.157, -0.001], [-1.261, -0.406, 1.224], [0.812, 0.030, 0.000], [-1.118, -1.484, 1.257], [2.633, 1.050, 0.000], [0.761, -2.150, -0.001], [-1.120, -1.488, -1.252], [1.643, 3.079, -0.001], [-0.800, 0.036, 2.105], [-0.800, 0.029, -2.105], [-2.329, -0.196, -1.237], [-0.824, 1.168, -0.002], [-2.329, -0.193, 1.237]],
  "spin_multiplicity": 3,
  "s_squared": 2.014,
  "lumo_energy_ha": [-0.12044, -0.26990],
  "de_lowest_kcal_mol": 0.00,
  "charge": 1
}

***

# 12
{
  "formula": "C5H10NO3",
  "method": "the ωB97M-V functional and the def2-TZVPD basis",
  "elements": ["O", "O", "O", "N", "C", "C", "C", "C", "C", "H", "H", "H", "H", "H", "H", "H", "H", "H", "H"],
  "positions_angstrom": [[1.424, -1.216, -1.010], [0.111, -3.009, -1.378], [0.219, 2.373, 1.432], [1.454, 1.501, -0.195], [0.761, -2.239, -0.647], [0.741, -2.515, 0.872], [-0.873, 0.771, 0.013], [0.282, 1.587, 0.499], [-1.955, 1.698, -0.593], [-1.544, 2.686, -0.801], [1.802, 0.639, -0.620], [2.165, 2.101, 0.218], [1.138, -3.485, 1.181], [1.382, -1.751, 1.316], [-1.227, 0.199, 0.867], [-2.257, 1.380, -1.596], [-2.832, 1.695, 0.045], [-0.481, 0.120, -0.765], [-0.311, -2.536, 1.163]],
  "spin_multiplicity": 1,
  "lumo_energy_ha": 0.14026,
  "de_lowest_kcal_mol": 8.47,
  "charge": -1
}

***

# 13
{
  "formula": "C5H10NO3Rb",
  "method": "the ωB97M-V functional and the def2-TZVPD basis",
  "elements": ["Rb", "O", "O", "O", "N", "C", "C", "C", "C", "C", "H", "H", "H", "H", "H", "H", "H", "H", "H", "H"],
  "positions_angstrom": [[1.089, -3.293, 0.222], [1.924, -1.347, 2.224], [2.414, -0.342, 0.297], [-3.954, -0.604, -2.022], [-1.971, 0.126, -1.200], [2.547, -0.475, 1.536], [3.531, 0.443, 2.256], [-0.569, -0.155, -0.961], [-2.774, -0.781, -1.789], [-2.506, 1.425, -0.868], [-3.459, 1.273, -0.360], [-1.847, 2.013, -0.236], [3.780, 0.064, 3.246], [-2.250, -1.704, -2.082], [0.095, 0.550, -1.453], [2.981, 1.363, 2.502], [-2.719, 2.025, -1.756], [-0.292, -1.168, -1.261], [-0.361, -0.141, 0.113], [4.340, 0.729, 1.592]],
  "spin_multiplicity": 1,
  "lumo_energy_ha": -0.03432,
  "de_lowest_kcal_mol": 0.00
}

***

# 14
{
  "formula": "C5H10NOS",
  "method": "the ωB97M-V functional and the def2-TZVPD basis",
  "elements": ["S", "O", "N", "C", "C", "C", "C", "C", "H", "H", "H", "H", "H", "H", "H", "H", "H", "H"],
  "positions_angstrom": [[-0.487, -0.229, -2.484], [1.528, -1.737, -1.720], [-0.096, -1.678, -0.170], [-0.391, -0.185, 0.220], [-0.145, 0.041, 1.664], [0.167, -1.753, -1.625], [-0.419, 2.107, -0.773], [-0.396, 0.670, -0.738], [0.303, -0.840, 2.156], [0.051, 2.488, 0.159], [1.789, -1.428, -2.655], [0.242, 2.453, -1.539], [-1.512, 2.501, -0.867], [-1.004, 0.308, 2.290], [0.540, 0.890, 1.759], [-0.821, -2.178, 0.388], [-0.261, -2.722, -2.100], [0.793, -1.844, 0.410]],
  "spin_multiplicity": 1,
  "lumo_energy_ha": -0.12848,
  "de_lowest_kcal_mol": 31.52,
  "charge": 1
}